Record 1
Entry from the Open Molecules 2025 dataset: a structure of composition C4H8O in a non-equilibrium geometry (the ωB97M-V functional and the def2-TZVPD basis).

Output
Frontier orbital gap, eV: 9.817
Total charge: 0
HOMO, eV: -9.33
Molecular weight, g/mol: 72.1
Relative energy (zero: lowest compared OMol25 entry of this formula, charge and spin), kcal per mole: 74.0
LUMO, eV: 0.49

Geometry (Å):
C: 0.769 0.865 1.417
C: 0.002 0.915 0.140
O: 0.508 0.902 -1.127
C: -0.707 -0.231 -0.394
C: -0.260 -1.438 -1.122
H: 0.021 0.731 2.211
H: 1.282 1.815 1.564
H: 1.471 0.031 1.444
H: -0.760 1.711 0.178
H: -1.797 -0.188 -0.234
H: 0.823 -1.453 -1.191
H: -0.699 -2.370 -0.751
H: -0.653 -1.289 -2.137

---

Record 2
Entry from the Open Molecules 2025 dataset: a structure of composition C46H61IN10OPSSn (the ωB97M-V functional and the def2-TZVPD basis).

Output
Frontier orbital gap, eV: 5.423
Total charge: +3
HOMO, eV: -15.57
Molecular weight, g/mol: 1078.7
Relative energy (zero: lowest compared OMol25 entry of this formula, charge and spin), kcal per mole: 1.7
LUMO, eV: -10.14

Geometry (Å):
Sn: 0.196 0.250 1.586
C: -3.336 4.307 -3.027
C: -3.021 3.614 -1.738
C: -3.937 2.748 -1.135
C: -3.663 2.197 0.090
C: -2.450 2.467 0.771
N: -2.218 1.987 2.029
C: -3.174 2.020 2.923
C: -4.340 2.868 2.741
C: -5.373 2.877 3.612
C: -5.323 2.059 4.763
C: -6.434 2.083 5.751
C: -4.171 1.305 5.029
C: -3.086 1.283 4.189
N: -1.977 0.532 4.584
C: -1.961 -0.395 5.599
C: -0.661 -0.682 5.869
C: 0.073 0.122 4.964
N: -0.708 0.830 4.175
C: -1.467 3.257 0.094
C: -1.782 3.819 -1.122
N: -0.291 3.694 0.740
C: 0.225 4.961 0.688
C: 1.207 5.041 1.627
C: 1.220 3.769 2.235
N: 0.321 2.959 1.707
H: -4.363 4.135 -3.338
H: -2.671 3.964 -3.821
H: -3.176 5.381 -2.927
H: -4.868 2.518 -1.637
H: -4.345 1.483 0.538
H: -4.326 3.567 1.917
H: -6.212 3.546 3.464
H: -7.378 2.356 5.287
H: -6.214 2.842 6.512
H: -6.534 1.131 6.270
H: -4.133 0.776 5.969
H: -2.861 -0.788 6.039
H: -0.287 -1.347 6.631
H: 1.147 0.200 4.854
H: -1.057 4.461 -1.608
H: -0.169 5.710 0.020
H: 1.814 5.897 1.867
H: 1.837 3.428 3.054
C: 0.173 -5.584 2.739
C: -0.900 -4.662 2.292
N: -2.062 -4.995 1.834
N: -2.670 -3.800 1.539
C: -1.920 -2.736 1.805
S: -2.295 -1.092 1.558
N: -0.780 -3.277 2.288
N: 0.308 -2.493 2.667
H: -0.202 -6.604 2.697
H: 0.481 -5.364 3.762
H: 1.048 -5.508 2.089
H: -3.603 -3.796 1.160
H: 1.173 -2.891 2.301
H: 0.357 -2.464 3.683
I: 4.034 -2.889 2.229
C: 4.513 -0.845 2.132
C: 5.845 -0.513 2.335
C: 6.188 0.828 2.296
C: 5.196 1.765 2.053
C: 3.904 1.317 1.862
N: 3.542 0.024 1.902
H: 6.586 -1.277 2.523
H: 7.214 1.132 2.458
H: 5.423 2.821 2.003
H: 3.108 2.020 1.643
O: 0.039 0.026 -0.529
P: 0.665 -0.601 -1.813
C: -0.802 -0.964 -2.835
C: -0.772 -1.977 -3.997
C: -0.364 -1.403 -5.349
C: -1.212 -0.187 -5.697
C: -1.084 0.884 -4.617
C: -1.501 0.355 -3.241
C: 1.774 0.646 -2.533
C: 2.840 1.107 -1.503
C: 4.170 0.371 -1.684
C: 4.785 0.657 -3.068
C: 3.725 1.045 -4.106
C: 2.415 0.286 -3.900
C: 1.605 -2.045 -1.196
C: 0.654 -3.037 -0.498
C: 0.091 -4.119 -1.421
C: 1.218 -4.873 -2.130
C: 2.144 -3.925 -2.896
C: 2.676 -2.811 -1.999
H: -1.409 -1.410 -2.035
H: -1.790 -2.369 -4.086
H: -0.147 -2.826 -3.750
H: -0.479 -2.176 -6.110
H: 0.693 -1.130 -5.341
H: -2.261 -0.493 -5.773
H: -0.928 0.217 -6.669
H: -1.714 1.735 -4.874
H: -0.055 1.253 -4.594
H: -2.577 0.152 -3.264
H: -1.348 1.108 -2.465
H: 1.074 1.475 -2.691
H: 2.464 0.990 -0.485
H: 3.010 2.177 -1.644
H: 4.015 -0.702 -1.552
H: 4.867 0.676 -0.904
H: 5.336 -0.220 -3.411
H: 5.512 1.465 -2.986
H: 4.101 0.853 -5.111
H: 3.520 2.118 -4.056
H: 2.598 -0.787 -3.991
H: 1.725 0.544 -4.700
H: 2.142 -1.496 -0.405
H: -0.154 -2.493 -0.004
H: 1.246 -3.534 0.278
H: -0.582 -3.676 -2.157
H: -0.512 -4.816 -0.832
H: 0.803 -5.619 -2.809
H: 1.805 -5.419 -1.383
H: 1.620 -3.498 -3.752
H: 2.988 -4.479 -3.307
H: 3.313 -2.139 -2.568
H: 3.325 -3.265 -1.243

---

Record 3
Entry from the Open Molecules 2025 dataset: a structure of composition C14H18F6IrN4O7S2 in a non-equilibrium geometry (the ωB97M-V functional and the def2-TZVPD basis).

Output
Frontier orbital gap, eV: 6.345
Total charge: +1
HOMO, eV: -10.30
Molecular weight, g/mol: 724.7
Relative energy (zero: lowest compared OMol25 entry of this formula, charge and spin), kcal per mole: 28.8
LUMO, eV: -3.96

Geometry (Å):
Ir: -0.018 -0.182 0.159
O: 0.929 -1.754 -0.784
C: 0.453 -2.293 -2.072
C: -0.752 -3.196 -1.895
C: -1.915 -2.543 -1.126
C: -2.227 -1.203 -1.729
C: -3.072 -1.043 -2.776
C: -3.065 0.218 -3.460
C: -2.336 1.255 -3.018
C: -1.626 1.167 -1.728
N: -1.453 -0.175 -1.269
H: 1.016 -2.505 -0.177
H: 1.296 -2.836 -2.496
H: 0.246 -1.421 -2.685
H: -0.447 -4.123 -1.398
H: -1.074 -3.477 -2.900
H: -1.644 -2.426 -0.074
H: -2.791 -3.189 -1.142
H: -3.664 -1.874 -3.129
H: -3.643 0.326 -4.369
H: -2.301 2.203 -3.537
H: -2.028 1.839 -0.966
F: -0.322 3.692 1.400
C: -0.019 2.899 2.420
F: -0.068 3.563 3.552
F: 1.203 2.407 2.241
S: -1.299 1.553 2.457
O: -1.424 1.015 1.064
O: -2.489 2.142 2.937
N: -0.598 0.448 3.346
S: -0.964 -1.066 3.067
O: -2.324 -1.463 3.115
O: -0.202 -1.541 1.866
C: -0.050 -1.894 4.446
F: 1.216 -1.483 4.463
F: -0.087 -3.196 4.212
F: -0.641 -1.611 5.583
C: 4.051 1.252 0.405
C: 2.602 0.979 0.211
N: 1.939 0.108 0.897
O: 2.655 -0.616 1.803
C: 1.809 1.692 -0.823
C: 2.285 2.891 -1.562
N: 0.632 1.202 -1.027
O: -0.198 1.776 -1.908
H: 4.552 0.396 0.845
H: 4.179 2.103 1.079
H: 4.522 1.501 -0.544
H: 1.979 -1.106 2.299
H: 3.201 3.279 -1.125
H: 1.512 3.660 -1.536
H: 2.465 2.654 -2.612

---

Record 4
Entry from the Open Molecules 2025 dataset: a structure of composition C11H29ClGaIN2OP2S in a non-equilibrium geometry (the ωB97M-V functional and the def2-TZVPD basis).

Output
Frontier orbital gap, eV: 4.700
Total charge: +2
HOMO, eV: -12.88
Molecular weight, g/mol: 531.5
Relative energy (zero: lowest compared OMol25 entry of this formula, charge and spin), kcal per mole: 0.0
LUMO, eV: -8.18

Geometry (Å):
C: 0.012 1.124 -7.189
C: 0.018 1.803 -5.934
H: 0.018 1.944 -7.948
H: -0.895 0.498 -7.270
H: 0.909 0.484 -7.270
O: 0.023 2.482 -5.002
I: -0.055 -2.535 -4.423
Ga: -0.001 -0.604 -2.773
P: 2.031 -0.144 -1.029
C: 2.407 1.308 0.024
C: 2.749 -1.495 -0.011
H: 3.837 -1.400 0.009
H: 4.291 -0.218 -1.833
H: 2.464 -2.459 -0.425
H: 3.134 -0.773 -3.073
H: 1.868 1.218 0.976
H: 2.358 -1.439 1.008
C: 3.323 -0.025 -2.301
H: 3.485 1.370 0.213
H: 3.325 0.968 -2.756
H: 2.076 2.220 -0.479
P: -1.994 -0.086 -1.010
C: -2.336 1.340 0.093
C: -3.299 0.099 -2.263
H: -2.463 -2.404 -0.447
H: -3.819 -1.327 0.008
H: -2.339 -1.407 1.003
C: -2.733 -1.442 -0.017
H: -3.128 -0.619 -3.067
H: -4.264 -0.101 -1.793
H: -3.403 1.377 0.336
H: -2.047 2.265 -0.413
H: -3.294 1.109 -2.676
H: -1.750 1.241 1.014
Cl: 0.005 -2.381 -1.224
C: 1.118 0.886 5.439
N: 0.461 0.821 4.141
C: -0.007 -0.329 3.608
S: 0.004 -0.584 1.931
N: -0.470 -1.283 4.459
C: -1.231 -0.953 5.670
H: 1.113 -0.085 5.935
H: 0.615 1.617 6.079
H: 2.152 1.210 5.313
H: 0.800 1.471 3.438
H: -0.779 -2.125 3.979
H: -2.296 -1.156 5.510
H: -0.889 -1.580 6.502
H: -1.105 0.098 5.936

---

Record 5
Entry from the Open Molecules 2025 dataset: a structure of composition C23H23HoPSb in a non-equilibrium geometry (the ωB97M-V functional and the def2-TZVPD basis).

Output
Frontier orbital gap (spin up / spin down), eV: 5.278 / 5.208
Total charge: 0
HOMO (spin up / spin down), eV: -5.65 / -5.90
Molecular weight, g/mol: 617.1
⟨S²⟩: 6.024
LUMO (spin up / spin down), eV: -0.37 / -0.69
2S+1: 5

Geometry (Å):
C: -0.259 0.067 -1.253
C: -1.120 1.188 -1.407
C: -0.321 2.354 -1.361
C: 1.032 1.957 -1.585
C: 1.108 0.556 -1.376
Ho: 1.030 -0.502 2.535
P: 0.012 -2.852 1.018
H: -0.511 -0.970 -1.067
H: -2.190 1.131 -1.515
H: -0.681 3.404 -1.383
H: 1.988 -0.077 -1.295
H: 1.847 2.630 -1.824
H: 0.814 -3.713 0.211
H: -1.121 -2.895 0.159
H: -0.448 -3.881 1.937
C: -0.691 5.549 5.844
C: 0.352 5.608 4.909
C: 0.448 4.636 3.908
C: -0.490 3.596 3.855
C: -1.525 3.519 4.793
C: -1.624 4.504 5.786
Sb: -0.300 2.261 2.185
C: 1.814 1.691 2.765
C: 2.641 1.137 1.778
C: 3.478 0.032 2.098
C: 3.487 -0.511 3.383
C: 2.658 0.068 4.371
C: 1.826 1.160 4.076
C: -1.382 0.367 3.147
C: -1.023 -0.666 4.056
C: -1.887 -1.787 4.173
C: -3.216 -1.680 3.766
C: -3.628 -0.558 3.033
C: -2.689 0.404 2.637
H: -0.782 6.323 6.599
H: 1.091 6.411 4.942
H: 1.251 4.683 3.166
H: -2.254 2.704 4.744
H: -2.440 4.455 6.511
H: 2.573 1.466 0.735
H: 4.074 -0.449 1.312
H: 4.089 -1.387 3.648
H: 2.729 -0.271 5.402
H: 1.046 1.440 4.787
H: -0.111 -0.611 4.687
H: -1.533 -2.726 4.625
H: -3.946 -2.457 4.021
H: -4.677 -0.453 2.734
H: -2.995 1.172 1.905